DFT (ωB97M-V/def2-TZVPD) results for the molecule C4H10N4 at a distorted geometry.

Geometry as XYZ:
```
18
Properties=species:S:1:pos:R:3:nbo_charge:R:1
H 0.25 -1.12 -0.97 0.273
N 1.59 0.90 -0.55 -0.763
H 3.63 0.95 -0.05 0.201
C 0.02 0.84 -0.08 0.511
C 2.77 0.27 -0.02 -0.404
H 2.62 -0.02 1.03 0.194
H 0.35 -1.02 0.89 0.262
C -0.02 -0.61 -0.05 -0.512
H -2.99 -2.33 -0.45 0.319
H -3.50 -0.64 0.95 0.395
H 1.76 1.46 -1.38 0.372
N -2.65 -0.21 0.61 -0.865
H 3.04 -0.63 -0.58 0.172
H -2.32 0.71 0.91 0.422
H -0.19 2.71 0.06 0.379
C -1.71 -0.98 -0.01 0.465
N -0.68 1.83 0.20 -0.672
N -1.99 -2.13 -0.51 -0.751
```

Gap between HOMO and LUMO: 9.39 eV
Energy above the lowest of the compared OMol25 structures with the same formula, charge and spin: 62.8 kcal/mol
Energy: -377.3468 hartree



DFT (ωB97M-V/def2-TZVPD) results for the molecule C4H10N4 at a distorted geometry.

Geometry as XYZ:
```
18
Properties=species:S:1:pos:R:3:nbo_charge:R:1
H 0.00 -1.11 2.83 0.375
H -0.74 2.27 -1.93 0.198
H -0.40 -0.99 -1.99 0.384
H -0.60 0.36 2.25 0.401
N -0.38 -0.61 2.04 -0.837
C -1.03 2.40 -0.88 -0.473
H 1.57 -2.12 -0.28 0.230
C 0.43 -0.68 0.88 0.345
N -0.67 1.35 0.04 -0.272
H -0.65 3.36 -0.54 0.217
N 0.00 -0.09 -1.79 -0.862
H 0.09 -2.77 0.46 0.219
H 0.91 0.02 -2.22 0.384
N 1.17 0.36 0.38 -0.441
H 1.52 -2.43 1.46 0.228
H -2.12 2.50 -0.89 0.223
C -0.04 0.28 -0.44 0.330
C 0.93 -2.09 0.60 -0.647
```

Gap between HOMO and LUMO: 7.77 eV
Energy above the lowest of the compared OMol25 structures with the same formula, charge and spin: 101.6 kcal/mol
Energy: -377.2849 hartree



DFT (ωB97M-V/def2-TZVPD) results for C4H10N4 as an isolated structure at a distorted geometry.

Geometry as XYZ:
```
18
Properties=species:S:1:pos:R:3:nbo_charge:R:1
H 2.61 -0.51 -0.43 0.370
C 0.28 -2.45 -0.71 -0.706
C 0.74 -0.09 0.16 -0.200
H -1.43 0.12 -1.53 0.380
N -1.00 0.93 1.59 -0.813
N 0.05 2.23 -0.05 -0.805
H 2.54 0.22 1.04 0.359
C -0.27 0.93 0.37 0.533
H -1.74 1.61 1.65 0.354
H -0.71 2.90 -0.06 0.376
H 0.68 2.26 -0.84 0.403
H -0.29 -3.00 -1.45 0.202
N -1.30 -0.33 -0.63 -0.771
H -1.33 0.00 1.80 0.380
H -2.11 -0.89 -0.37 0.375
H 1.04 -2.99 -0.17 0.213
C 0.10 -1.14 -0.49 0.184
N 2.13 0.19 0.12 -0.833
```

Gap between HOMO and LUMO: 6.31 eV
Energy above the lowest of the compared OMol25 structures with the same formula, charge and spin: 85.2 kcal/mol
Energy: -377.3110 hartree



DFT (ωB97M-V/def2-TZVPD) results for the molecule C4H10N4 at a distorted geometry.

Geometry as XYZ:
```
18
Properties=species:S:1:pos:R:3:nbo_charge:R:1
C -1.18 -0.17 0.41 0.556
C -0.14 1.72 1.48 -0.431
H 2.56 -1.32 -2.19 0.192
H -0.30 2.61 0.86 0.195
C 2.03 -0.56 -1.61 -0.401
H -3.12 -0.44 0.49 0.397
H -2.61 0.93 1.33 0.386
C -0.04 -1.62 -0.85 0.374
N 1.23 -1.18 -0.57 -0.669
H -0.03 -2.49 -1.53 0.160
H -0.90 1.69 2.28 0.164
N -0.11 0.53 0.67 -0.599
H 2.75 0.12 -1.16 0.212
N -1.19 -1.04 -0.64 -0.538
H 1.39 0.01 -2.29 0.186
H 0.82 1.84 1.99 0.201
N -2.38 -0.01 1.02 -0.812
H 1.23 -0.63 0.29 0.428
```

Gap between HOMO and LUMO: 9.24 eV
Energy above the lowest of the compared OMol25 structures with the same formula, charge and spin: 37.7 kcal/mol
Energy: -377.3868 hartree



DFT (ωB97M-V/def2-TZVPD) results for the molecule C4H10N4 at a distorted geometry.

Geometry as XYZ:
```
18
Properties=species:S:1:pos:R:3:nbo_charge:R:1
H 0.58 -2.32 -1.88 0.357
C -1.51 1.02 1.77 -0.413
H -0.28 -0.11 -2.28 0.395
H 2.53 0.84 0.42 0.373
N -0.13 0.44 -1.44 -0.643
H -2.59 0.93 1.58 0.166
N -0.73 0.78 0.60 -0.496
H 1.62 -1.54 0.74 0.184
N 0.44 -2.29 -0.87 -0.850
C 0.93 0.06 -0.49 0.351
H -1.31 2.03 2.15 0.195
C 1.16 -1.26 -0.20 -0.195
H -1.22 0.30 2.53 0.200
N 1.88 1.06 -0.32 -0.806
H 0.54 -3.23 -0.52 0.372
H 1.47 1.98 -0.26 0.373
C -1.17 0.72 -0.60 0.270
H -2.21 0.59 -0.93 0.168
```

Gap between HOMO and LUMO: 7.60 eV
Energy above the lowest of the compared OMol25 structures with the same formula, charge and spin: 61.5 kcal/mol
Energy: -377.3488 hartree



DFT (ωB97M-V/def2-TZVPD) results for the molecule C4H10N4 at a distorted geometry.

Geometry as XYZ:
```
18
Properties=species:S:1:pos:R:3:nbo_charge:R:1
H -0.73 1.81 1.39 0.229
N -0.76 -1.49 0.49 -0.377
C 0.38 0.30 -0.71 0.074
N 0.51 -0.75 -1.70 -0.439
H 1.09 2.39 -0.29 0.237
H 1.38 -0.56 -2.25 0.352
H 0.49 0.79 2.39 0.238
H 1.93 1.46 -1.67 0.235
N -0.46 0.23 -1.88 -0.418
N -1.63 -2.92 0.80 -0.598
H -0.42 -1.88 -0.34 0.397
H 2.24 1.31 -0.03 0.226
C -0.20 -0.12 0.51 0.261
C -0.45 0.76 1.74 -0.669
C 1.37 1.40 -0.73 -0.641
H -1.20 0.20 2.23 0.244
H -1.41 -0.19 -1.65 0.360
H -2.14 -2.73 1.73 0.290
```

Gap between HOMO and LUMO (spin up / spin down): 7.64 / 7.63 eV
Energy above the lowest of the compared OMol25 structures with the same formula, charge and spin: 176.3 kcal/mol
Energy: -377.1658 hartree



DFT (ωB97M-V/def2-TZVPD) results for the molecule C4H10N6O4 at a distorted geometry.

Geometry as XYZ:
```
24
Properties=species:S:1:pos:R:3:nbo_charge:R:1
N 0.72 1.03 1.39 -0.445
N 0.65 -1.20 0.68 -0.051
C 0.72 2.01 0.33 -0.225
H -0.19 2.80 -1.39 0.232
O 2.49 -2.35 0.12 -0.380
O -1.31 -1.54 2.24 -0.392
H -0.77 -1.64 -1.75 0.249
C -0.97 -0.68 -1.18 -0.260
C -0.30 1.86 -0.77 -0.434
H 1.79 2.24 -0.02 0.220
H -0.27 0.76 1.69 0.346
H -1.31 1.85 -0.32 0.204
H -0.33 0.70 -2.66 0.229
H 1.06 0.24 -1.64 0.212
N 1.47 -0.09 1.29 -0.263
N -1.70 -1.27 1.13 0.647
H -2.06 -0.30 -1.22 0.251
O -2.82 -1.26 0.72 -0.365
N 1.31 -2.23 0.06 0.636
C -0.11 0.55 -1.57 -0.421
H 0.37 2.92 0.86 0.204
N -0.73 -0.84 0.24 -0.161
H 1.68 -0.54 2.22 0.377
O 0.61 -3.02 -0.47 -0.409
```

Gap between HOMO and LUMO: 10.16 eV
Energy above the lowest of the compared OMol25 structures with the same formula, charge and spin: 214.1 kcal/mol
Energy: -787.5420 hartree



DFT (ωB97M-V/def2-TZVPD) results for an isolated ion of composition C4H10NO and charge -1 at a distorted geometry.

Geometry as XYZ:
```
16
Properties=species:S:1:pos:R:3:nbo_charge:R:1
H -0.42 1.93 0.49 0.331
H -0.17 0.55 -1.88 0.194
H 0.25 2.16 -2.06 0.176
H -1.28 -0.10 1.47 0.155
C -1.14 -1.18 -0.48 -0.694
C 0.18 1.40 -1.24 -0.471
H 1.05 0.49 1.80 0.050
N -0.81 1.22 -0.12 -0.648
H 1.22 1.23 -0.94 0.209
C 0.78 -0.45 1.16 -0.008
H -1.19 -2.19 -0.06 0.197
H -0.17 -1.23 -0.99 0.265
O 1.61 -0.91 0.24 -0.937
H -2.07 -1.02 -1.03 0.192
C -0.64 -0.11 0.56 -0.066
H 0.43 -1.19 1.96 0.054
```

Gap between HOMO and LUMO: 6.74 eV
Energy above the lowest of the compared OMol25 structures with the same formula, charge and spin: 38.5 kcal/mol
Energy: -288.3303 hartree
Charge: -1



DFT (ωB97M-V/def2-TZVPD) results for a 2-piece molecular cluster, C4H10NO overall at a distorted geometry.

Geometry as XYZ:
```
16
Properties=species:S:1:pos:R:3:nbo_charge:R:1
C -0.30 -0.25 0.92 0.276
H -0.74 2.85 1.91 0.022
C 1.25 -1.75 -0.64 -0.615
N -0.78 1.60 -1.05 -1.039
H -1.68 1.74 -0.58 0.281
H 0.84 -2.69 -0.27 0.195
H -1.11 -1.08 -0.94 0.239
H 0.95 1.19 0.00 0.184
H -1.27 -0.42 1.39 0.145
H 1.66 -1.86 -1.65 0.179
H -1.37 3.24 1.84 -0.023
H 1.91 -1.33 0.12 0.252
C -0.04 0.74 -0.15 -0.090
O 0.63 -0.73 1.73 -0.775
H 0.12 -0.49 -1.86 0.279
C -0.07 -0.75 -0.77 -0.510
```

Gap between HOMO and LUMO: 6.45 eV
Energy above the lowest of the compared OMol25 structures with the same formula, charge and spin: 106.3 kcal/mol
Energy: -288.2222 hartree
Charge: -1



DFT (ωB97M-V/def2-TZVPD) results for an isolated ion of composition C4H10NO and charge -1 at a distorted geometry.

Geometry as XYZ:
```
16
Properties=species:S:1:pos:R:3:nbo_charge:R:1
H 0.91 0.59 1.97 0.100
H -0.29 -1.68 1.53 0.183
C -0.51 1.48 -1.12 -0.428
H -1.19 -0.27 1.43 0.156
H -1.45 1.44 -0.64 0.163
H 0.04 2.14 -0.44 0.173
H 0.97 0.11 -1.00 0.436
H 1.72 -0.98 1.73 0.112
C -0.30 -0.80 0.95 -0.454
N -0.05 0.11 -1.37 -0.722
C 1.12 -0.19 1.15 -0.070
H -0.22 -1.95 -0.94 0.171
O 1.99 0.25 0.03 -0.937
H -1.70 -1.20 -0.59 0.148
H -0.41 1.93 -2.11 0.178
C -0.63 -0.97 -0.59 -0.210
```

Gap between HOMO and LUMO: 6.99 eV
Energy above the lowest of the compared OMol25 structures with the same formula, charge and spin: 42.0 kcal/mol
Energy: -288.3247 hartree
Charge: -1



DFT (ωB97M-V/def2-TZVPD) results for an isolated ion of composition C4H10NO and charge -1.

Geometry as XYZ:
```
16
Properties=species:S:1:pos:R:3:nbo_charge:R:1
H -1.30 0.89 1.41 0.219
H 1.79 1.09 -1.10 0.343
H -1.17 1.55 -0.20 0.229
H 1.02 -1.48 -0.55 0.160
H 0.06 -0.35 -1.59 0.180
H 2.58 0.70 0.24 0.339
H -1.07 -2.42 -0.96 0.061
H -0.17 2.23 1.13 0.177
N 1.73 1.13 -0.09 -0.856
C -1.15 -1.50 -0.30 -0.003
H 0.86 -0.10 1.32 0.156
C 0.20 -0.76 -0.58 -0.446
O -2.24 -0.76 -0.53 -0.960
H -1.10 -1.90 0.74 0.062
C -0.60 1.33 0.69 -0.617
C 0.55 0.37 0.38 -0.044
```

Gap between HOMO and LUMO: 6.44 eV
Energy above the lowest of the compared OMol25 structures with the same formula, charge and spin: 7.5 kcal/mol
Energy: -288.3796 hartree
Charge: -1



DFT (ωB97M-V/def2-TZVPD) results for an isolated ion of composition C4H10NO and charge -2 at a distorted geometry.

Geometry as XYZ:
```
16
Properties=species:S:1:pos:R:3:mulliken_spin:R:1
H 1.10 -1.45 0.28 -0.296
H -0.57 -1.94 0.40 -0.427
C 1.37 0.97 -1.27 -0.088
H 0.32 -1.74 1.84 -0.803
O 2.20 0.98 -0.19 -0.072
N -1.78 0.21 0.94 0.928
H -2.18 -0.66 0.58 -0.562
H -1.83 0.07 1.95 -0.561
C -0.12 0.53 -0.86 0.590
H -0.93 1.22 -1.07 -0.045
H 1.79 0.29 -2.07 -0.033
H -0.47 -0.34 -1.45 -0.042
H 0.05 1.02 1.23 -0.378
C -0.28 0.18 0.64 -0.022
C 0.19 -1.27 0.85 2.822
H 1.14 1.91 -1.80 -0.012
```

Gap between HOMO and LUMO (spin up / spin down): 3.03 / 6.76 eV
Energy above the lowest of the compared OMol25 structures with the same formula, charge and spin: 21.3 kcal/mol
Spin multiplicity: 2
⟨S²⟩: 0.751
Energy: -288.1901 hartree
Charge: -2